{"formula": "C25H24CdClF6N6O7S3", "method": "the ωB97M-V functional and the def2-TZVPD basis", "e_homo_ha": -0.1961, "homo_lumo_gap_ev": 7.4, "total_charge": -1, "lumo_ev": 2.05, "elements": ["Cd", "C", "C", "C", "C", "C", "C", "C", "S", "O", "O", "N", "C", "C", "C", "C", "C", "N", "H", "H", "H", "H", "H", "H", "H", "H", "H", "H", "H", "F", "C", "F", "F", "S", "O", "O", "N", "S", "O", "O", "C", "F", "F", "F", "Cl", "C", "C", "C", "C", "C", "C", "C", "H", "H", "H", "H", "H", "H", "C", "N", "C", "C", "O", "N", "C", "N", "H", "H", "H", "H", "H", "H", "H"], "coordinates": [[9.337, 13.088, 12.243], [11.379, 19.649, 15.133], [11.071, 18.166, 15.320], [11.615, 17.406, 16.381], [11.438, 16.040, 16.419], [10.689, 15.403, 15.459], [10.117, 16.128, 14.455], [10.325, 17.486, 14.348], [10.599, 13.608, 15.537], [9.312, 13.291, 16.069], [11.746, 13.218, 16.356], [10.773, 13.095, 14.053], [11.952, 13.303, 13.352], [13.241, 13.402, 13.810], [14.291, 13.422, 12.934], [14.081, 13.327, 11.554], [12.762, 13.328, 11.151], [11.707, 13.351, 11.997], [10.603, 20.124, 14.511], [12.282, 19.734, 14.564], [11.416, 20.124, 16.126], [12.143, 17.894, 17.162], [11.932, 15.406, 17.191], [9.530, 15.617, 13.734], [9.892, 17.992, 13.526], [13.424, 13.333, 14.847], [15.292, 13.582, 13.344], [14.865, 13.393, 10.791], [12.462, 13.333, 10.135], [8.753, 14.147, 5.621], [9.656, 13.553, 6.386], [9.566, 12.229, 6.144], [10.865, 13.933, 5.998], [9.394, 13.936, 8.147], [10.538, 13.365, 8.804], [8.072, 13.403, 8.373], [9.393, 15.498, 7.933], [9.747, 16.443, 9.179], [8.947, 17.618, 9.164], [9.913, 15.747, 10.443], [11.420, 17.007, 8.703], [11.991, 17.766, 9.643], [12.262, 15.968, 8.514], [11.326, 17.656, 7.538], [5.943, 11.587, 13.546], [5.853, 13.295, 13.879], [5.139, 13.770, 14.967], [5.081, 15.137, 15.204], [5.694, 16.002, 14.301], [6.362, 15.543, 13.183], [6.498, 14.147, 12.949], [7.219, 13.615, 11.780], [4.611, 13.087, 15.639], [4.537, 15.415, 16.125], [5.579, 17.073, 14.406], [6.756, 16.244, 12.437], [7.253, 14.355, 10.986], [6.723, 12.733, 11.388], [8.041, 7.958, 9.905], [9.073, 8.889, 10.259], [10.097, 8.537, 11.220], [10.505, 9.931, 11.770], [11.479, 10.112, 12.456], [9.631, 10.883, 11.221], [8.847, 10.220, 10.355], [7.948, 10.834, 9.548], [8.442, 7.145, 9.284], [7.290, 8.521, 9.378], [7.567, 7.490, 10.776], [10.927, 8.083, 10.740], [9.743, 7.894, 12.058], [8.030, 11.862, 9.458], [7.576, 10.386, 8.725]], "forces_ev_per_a": [[-0.043, -0.085, -0.266], [-1.232, -0.726, 0.481], [0.146, -0.360, -0.236], [-0.877, 0.575, -1.186], [0.869, -0.687, 1.222], [0.473, -0.810, 0.280], [-0.111, 0.069, -0.296], [0.473, -0.002, 1.203], [1.519, 0.447, 1.334], [-0.778, -0.386, -0.395], [-0.588, 0.184, -0.418], [-0.299, 0.232, -0.640], [-1.409, -0.280, -1.941], [0.484, -0.316, 0.322], [0.807, 0.365, -0.714], [0.030, 0.547, 0.119], [-1.187, 0.009, 0.983], [1.025, -0.263, 0.936], [0.125, -0.114, 0.408], [0.796, 0.282, 0.035], [0.279, 0.144, -0.539], [0.568, 0.400, 0.530], [-0.492, 0.712, -0.608], [-0.499, -0.275, -0.724], [-0.303, 0.604, -0.692], [0.103, 0.199, 0.961], [-0.195, -0.335, -0.199], [-0.247, -0.166, 0.551], [-0.028, 0.011, -0.918], [-0.298, 0.222, -0.241], [0.140, -0.491, -0.512], [-0.063, -0.033, 0.350], [0.369, 0.213, -0.106], [0.410, 0.301, -1.155], [-0.535, -0.158, 0.319], [-0.025, -0.191, 0.651], [0.129, 0.374, 1.319], [-0.195, -1.183, 0.748], [-0.189, 0.550, -0.199], [-0.039, 0.291, -0.834], [0.902, -0.677, -0.250], [-0.444, 0.304, -0.303], [-0.460, 0.145, 0.015], [0.225, 0.329, 0.314], [-0.142, -0.254, 0.362], [0.331, 0.655, -0.680], [0.000, -0.265, 0.118], [-0.232, -0.478, 0.483], [-0.387, 0.476, 0.078], [0.078, -0.971, -0.183], [-0.472, 0.335, 0.542], [0.482, 0.227, -0.036], [0.360, 0.136, -0.312], [0.417, 0.390, -0.806], [0.072, 0.065, 0.224], [-0.033, -0.288, 0.374], [0.114, 0.157, -0.053], [0.104, -0.191, -0.026], [0.048, -0.481, -0.173], [0.131, -0.438, 0.631], [-0.708, 0.682, 0.960], [0.017, -0.214, -0.639], [-0.491, 0.179, 0.017], [-0.187, -0.757, -0.156], [0.151, 1.178, -0.363], [0.562, 0.601, 0.796], [-0.157, 0.300, -0.018], [-0.423, -0.275, -0.338], [0.104, 0.195, 0.077], [0.831, -0.491, -0.317], [0.029, 0.347, -0.566], [-0.169, -0.707, 0.059], [0.238, -0.080, 0.235]], "lowdin_charge": [1.3819, -0.0530, -0.2486, -0.0404, -0.0694, -0.2743, -0.0638, -0.0265, 0.5472, -0.3099, -0.3454, -0.2217, -0.4159, -0.0339, -0.0698, -0.0721, -0.1337, 0.0365, 0.0765, 0.0675, 0.0773, 0.0940, 0.1236, 0.0768, 0.1027, 0.0864, 0.1075, 0.1014, 0.0730, 0.1389, -0.7033, 0.1104, 0.1387, 0.5788, -0.2976, -0.3072, -0.2838, 0.5748, -0.2705, -0.3401, -0.6664, 0.1350, 0.1124, 0.1265, 0.6469, -0.6189, -0.1297, -0.1125, -0.1092, -0.0598, -0.3731, -0.2781, 0.1027, 0.1023, 0.0937, 0.1165, 0.0124, -0.0202, -0.0394, -0.1100, -0.0432, -0.4595, 0.0755, 0.0893, -0.3927, 0.2020, 0.0953, 0.0698, 0.0961, 0.1157, 0.1428, 0.0568, 0.1077]}

{"formula": "C25H24ClNO2Pt", "method": "the ωB97M-V functional and the def2-TZVPD basis", "spin_multiplicity": 3, "s2": 2.02, "relative_energy_kj_mol": 41.7, "e_homo_ha": [-0.0054, -0.0053], "homo_lumo_gap_ev": [4.7, 4.6], "total_charge": -2, "lumo_ev": [4.50, 4.50], "elements": ["C", "C", "C", "H", "C", "C", "H", "H", "H", "H", "Pt", "Cl", "C", "C", "C", "H", "C", "C", "H", "H", "H", "H", "C", "C", "C", "C", "C", "C", "N", "C", "C", "C", "C", "C", "C", "C", "O", "O", "C", "C", "H", "H", "H", "H", "H", "H", "H", "H", "H", "H", "H", "H", "H", "H"], "coordinates": [[1.449, -2.916, -1.252], [1.717, -2.147, -2.425], [0.478, -2.049, -3.199], [2.694, -1.826, -2.801], [-0.601, -2.618, -2.318], [0.071, -3.219, -1.184], [-0.399, -3.885, -0.455], [2.204, -3.313, -0.561], [0.386, -1.881, -4.270], [-1.596, -2.855, -2.686], [-0.258, -0.475, -2.079], [1.225, 1.275, -1.620], [0.464, 2.004, -5.286], [-0.765, 1.359, -5.615], [-0.456, 0.120, -6.254], [-1.760, 1.755, -5.440], [0.966, 0.002, -6.320], [1.534, 1.169, -5.725], [2.592, 1.394, -5.646], [0.569, 2.970, -4.805], [-1.172, -0.594, -6.649], [1.517, -0.815, -6.777], [3.288, 0.915, 3.721], [2.246, -0.127, 3.424], [2.586, -1.484, 3.432], [1.632, -2.463, 3.128], [0.352, -2.056, 2.750], [0.063, -0.699, 2.553], [-1.046, -0.369, 1.786], [-2.071, 0.501, 2.121], [-2.483, 0.581, 3.464], [-3.451, 1.522, 3.802], [-3.963, 2.390, 2.825], [-3.552, 2.290, 1.483], [-2.644, 1.300, 1.105], [-1.883, 1.268, -0.222], [-1.487, 2.311, -0.711], [-1.662, 0.036, -0.675], [0.966, 0.283, 3.028], [0.596, 1.723, 2.962], [3.452, 1.559, 2.842], [3.026, 1.593, 4.547], [4.238, 0.432, 3.972], [3.607, -1.772, 3.698], [1.891, -3.527, 3.159], [-0.458, -2.764, 2.560], [-1.126, -0.791, 0.860], [-2.023, -0.107, 4.177], [-3.757, 1.586, 4.842], [-4.695, 3.140, 3.137], [-3.968, 2.964, 0.732], [0.950, 2.202, 2.034], [-0.488, 1.854, 3.006], [1.005, 2.254, 3.825]], "forces_ev_per_a": [[0.258, 0.181, -0.808], [-0.420, -1.654, -0.054], [-0.385, -0.380, 1.021], [-0.533, 0.013, 0.353], [1.459, -0.015, -0.901], [-0.113, 0.064, -0.474], [0.139, 0.468, -0.112], [-0.349, 0.528, -0.152], [0.126, 0.189, 0.202], [0.190, -0.049, 0.155], [0.585, 0.035, 0.065], [0.569, 0.291, -0.017], [-0.046, -0.808, -0.661], [0.907, -0.279, -0.185], [0.620, 0.535, 0.211], [0.051, -0.061, 0.083], [-0.462, 0.706, 0.223], [-1.006, -0.103, -0.178], [-0.058, -0.057, 0.100], [-0.019, -0.135, 0.089], [0.016, 0.006, 0.066], [-0.020, 0.000, 0.066], [0.373, 0.218, -0.003], [-0.300, -0.074, 0.037], [-0.146, -0.312, 0.057], [-0.025, 0.364, 0.130], [0.201, -0.102, -0.184], [0.643, -0.150, 0.702], [-0.570, -0.413, 0.150], [-0.039, -0.348, 0.191], [-0.335, 0.220, -0.623], [0.395, 0.029, -0.289], [-0.103, -0.159, 0.064], [-0.282, -0.456, 0.402], [0.833, 0.230, 0.517], [-0.023, -0.669, -0.852], [-0.690, -0.386, 0.309], [-1.713, 2.024, 1.179], [-0.113, -0.830, -0.453], [-0.178, 0.584, -0.121], [-0.029, -0.206, 0.207], [-0.065, -0.258, -0.128], [-0.109, 0.121, -0.047], [-0.313, 0.068, -0.108], [-0.114, 0.412, 0.082], [0.423, 0.084, -0.221], [0.185, 0.314, 0.111], [-0.201, 0.327, -0.078], [-0.150, 0.153, -0.110], [0.202, -0.173, -0.250], [0.280, -0.128, 0.178], [-0.049, -0.164, 0.249], [0.391, 0.099, -0.083], [0.112, 0.104, -0.107]], "nbo_charge": [-0.3039, -0.2265, -0.4100, 0.2227, -0.4324, -0.2627, 0.1941, 0.1998, 0.2724, 0.2223, 0.9937, -0.6418, -0.3431, -0.3656, -0.3875, 0.1762, -0.3886, -0.3608, 0.1724, 0.1842, 0.1685, 0.1679, -0.6505, 0.0754, -0.2725, -0.2184, -0.2369, 0.1851, -0.6741, 0.2814, -0.2976, -0.2169, -0.2803, -0.1675, -0.1787, 0.7704, -0.6082, -0.8464, -0.0545, -0.6561, 0.2266, 0.2024, 0.2001, 0.1906, 0.2002, 0.2100, 0.4605, 0.2128, 0.1929, 0.1939, 0.2200, 0.2532, 0.2344, 0.1972]}

{"formula": "C25H24F2N3", "method": "the ωB97M-V functional and the def2-TZVPD basis", "relative_energy_kj_mol": 0.0, "e_homo_ha": -0.4040, "homo_lumo_gap_ev": 5.4, "total_charge": 1, "lumo_ev": -5.60, "elements": ["F", "C", "C", "C", "C", "C", "C", "C", "C", "C", "C", "C", "F", "C", "C", "C", "C", "H", "H", "H", "H", "H", "H", "H", "H", "H", "H", "H", "C", "C", "C", "C", "C", "N", "C", "N", "C", "C", "N", "C", "C", "H", "H", "H", "H", "H", "H", "H", "H", "H", "H", "H", "H", "H"], "coordinates": [[-3.208, 4.219, 1.364], [-3.379, 2.875, 1.611], [-4.676, 2.388, 1.779], [-4.834, 1.004, 1.966], [-3.739, 0.158, 1.987], [-2.416, 0.652, 1.810], [-1.317, -0.256, 1.876], [-0.005, 0.045, 1.506], [0.364, 0.993, 0.555], [1.522, 1.839, 0.666], [2.480, 1.648, 1.700], [3.556, 2.521, 1.781], [4.442, 2.365, 2.822], [3.779, 3.557, 0.873], [2.835, 3.741, -0.147], [1.698, 2.948, -0.211], [-2.255, 2.058, 1.642], [-5.528, 3.064, 1.766], [-5.836, 0.597, 2.083], [-3.869, -0.916, 2.131], [-1.522, -1.254, 2.271], [0.797, -0.547, 1.956], [-0.299, 1.174, -0.299], [2.358, 0.837, 2.417], [4.658, 4.195, 0.963], [2.984, 4.539, -0.877], [0.908, 3.167, -0.933], [-1.256, 2.486, 1.535], [-0.887, 1.471, -3.951], [0.286, 1.718, -3.229], [0.942, 0.672, -2.571], [0.412, -0.619, -2.632], [1.045, -1.760, -1.879], [0.672, -1.760, -0.484], [0.831, -2.958, 0.035], [0.386, -3.348, 1.259], [0.643, -4.742, 1.520], [1.486, -5.180, 0.330], [1.450, -4.026, -0.530], [-0.760, -0.870, -3.350], [-1.400, 0.172, -4.021], [-1.393, 2.288, -4.461], [0.700, 2.723, -3.176], [1.847, 0.845, -1.979], [0.661, -2.677, -2.360], [2.143, -1.723, -2.015], [-0.239, -2.758, 1.793], [1.192, -4.864, 2.456], [-0.289, -5.317, 1.573], [2.514, -5.406, 0.629], [1.069, -6.058, -0.169], [1.906, -3.991, -1.431], [-1.159, -1.890, -3.359], [-2.301, -0.042, -4.594]], "forces_ev_per_a": [[-0.115, -1.423, 0.413], [0.043, 0.720, -0.459], [0.568, -0.356, -0.008], [-0.017, 0.247, -0.094], [0.500, -0.046, 0.013], [-1.201, 0.777, -0.041], [1.337, 0.083, -0.757], [-0.942, -0.703, 0.466], [-0.149, 1.183, 0.491], [0.810, 0.216, -0.013], [-0.038, 0.264, -0.329], [0.446, -0.308, 0.944], [-0.884, 0.113, -1.139], [-0.438, -0.403, -0.215], [-0.007, 0.194, 0.285], [-0.201, -0.555, -0.033], [0.033, -0.391, -0.152], [0.242, -0.119, 0.005], [0.242, 0.092, 0.009], [-0.071, 0.305, -0.023], [0.017, 0.440, 0.344], [-0.291, 0.183, -0.104], [0.027, 0.079, 0.398], [0.253, 0.310, -0.130], [-0.231, -0.226, 0.027], [-0.110, -0.198, 0.293], [0.379, -0.162, 0.080], [-0.436, 0.055, 0.217], [0.165, -0.143, 0.094], [-0.016, -0.267, 0.086], [-0.338, -0.098, -0.182], [-0.083, 0.054, 0.184], [0.190, 0.044, -0.677], [-0.049, -1.684, 0.635], [0.016, 1.574, -0.919], [-0.117, 0.847, 0.503], [-0.365, -0.380, 0.772], [0.466, -0.477, -0.237], [0.040, 0.050, -0.641], [0.155, 0.362, 0.034], [0.025, -0.039, 0.103], [0.123, -0.193, 0.077], [-0.118, -0.111, -0.125], [-0.262, -0.029, -0.391], [0.305, 0.150, -0.071], [-0.216, -0.043, -0.009], [0.285, -0.533, -0.329], [-0.132, -0.125, -0.020], [0.123, 0.070, 0.079], [-0.123, -0.058, -0.008], [0.055, 0.027, 0.099], [-0.145, 0.046, 0.460], [0.081, 0.418, -0.121], [0.168, 0.163, 0.117]], "nbo_charge": [-0.3156, 0.3935, -0.2003, -0.1936, -0.1405, -0.1182, 0.0263, -0.2861, 0.1071, -0.0766, -0.2206, 0.3911, -0.3129, -0.1832, -0.2057, -0.1452, -0.2173, 0.2551, 0.2414, 0.2252, 0.2102, 0.2605, 0.2518, 0.2412, 0.2576, 0.2439, 0.2350, 0.2386, -0.2342, -0.1699, -0.2556, -0.0124, -0.2636, -0.6349, 0.6078, -0.6106, -0.2161, -0.2143, -0.6227, -0.1995, -0.1982, 0.2241, 0.2007, 0.2102, 0.1761, 0.1833, 0.3974, 0.2041, 0.1976, 0.1990, 0.2069, 0.4229, 0.2161, 0.2233]}

Across the entries above, max |F| takes the values 2.4, 2.9, 1.8 eV/A, respectively.